69
Properties=species:S:1:pos:R:3 method="wB97M-V/def2-TZVPD" total_energy_ha=-3058.530319 charge=-1 e_above_lowest_ev=0.0000
C 1.48052 -0.80636 -4.01215
C 1.05634 0.62371 -3.96020
H 1.21962 -1.27482 -4.96612
H 1.04046 -1.40051 -3.19493
H 2.57307 -0.87820 -3.90450
C 0.58826 1.30690 -5.01304
C 0.39382 0.79091 -6.40181
H 0.31576 2.35509 -4.87824
H 0.62136 -0.27135 -6.52021
H 1.01573 1.32771 -7.12814
H -0.64204 0.95294 -6.72350
Pb 0.47225 -0.63711 0.05927
Cl 2.89632 0.52452 0.28662
Cl 0.13844 -3.02650 -1.18999
C 0.40941 2.83053 0.92121
O -0.36638 1.88828 1.15417
N 0.10700 4.12733 1.12660
C -1.21407 4.53462 1.60326
C 1.11977 5.17941 1.08989
H 1.43841 2.67696 0.52664
H -1.85628 3.65208 1.68685
H -1.65469 5.25533 0.89498
H -1.11646 5.03134 2.58291
H 2.05784 4.74676 0.71624
H 1.27507 5.58465 2.10648
H 0.79491 5.98578 0.41294
H -1.53044 -1.03010 -3.60610
H -2.39800 1.30896 -4.14032
C -2.34317 -1.15681 -2.87157
C -3.24392 1.05339 -3.47682
N -2.80184 0.14737 -2.42553
H -1.97587 -1.75131 -2.02749
C -2.80515 0.51475 -1.12611
O -2.44613 -0.22989 -0.18899
H -3.63717 1.96499 -3.00794
H -3.15790 1.55952 -0.97945
H -3.17420 -1.67613 -3.37595
H -4.03373 0.56673 -4.07382
O 0.13880 0.73442 -1.79358
C 1.12135 1.26044 -2.55912
C -0.13293 3.50935 -2.39385
C 1.06600 2.80671 -2.52970
H -1.05674 2.93980 -2.27814
C -0.12400 4.90752 -2.38428
H 2.11426 0.98144 -2.15028
C 2.26851 3.50553 -2.63152
H -1.06197 5.45084 -2.26049
C 1.08056 5.59434 -2.53760
C 2.28240 4.89666 -2.64653
H 3.19517 2.93549 -2.69783
H 1.08617 6.68057 -2.54101
H 3.23004 5.42485 -2.74106
Si 0.39603 -7.40507 -0.88742
Cl 0.63634 -7.33426 -2.94011
C -1.42998 -7.12939 -0.57112
C 1.50327 -6.08079 -0.18653
C 0.95063 -9.09841 -0.29807
H -1.73923 -6.16039 -0.98588
H -1.65101 -7.12732 0.50460
H -2.02968 -7.92052 -1.04259
H 0.34945 -9.89446 -0.75697
H 0.85391 -9.18284 0.79323
H 2.00379 -9.27004 -0.55878
H 1.19052 -5.10788 -0.60007
H 2.55591 -6.24587 -0.45419
H 1.42346 -6.01290 0.90650
O -0.43993 -0.84995 2.60596
H -1.37478 -1.00948 2.41555
H -0.41042 0.11227 2.79815